Molecular formula: C3H4CsLiO3
Method: DFT, ωB97M-V with the def2-TZVPD basis set

Geometry (Å):
O -1.9874 1.1231 -0.5829
C -1.0564 1.7178 0.1088
C -0.0012 0.8553 0.7362
Cs -2.8876 -1.2092 -2.4809
H 0.2070 1.8329 -0.3991
H -0.4654 0.2479 1.5276
H 0.7903 1.3932 1.2729
O 0.3917 -0.7510 -0.3398
C 1.4774 -1.3745 -0.2341
Li 3.1548 -3.7672 -0.2086
O 1.7672 -2.5535 -0.2401
H -1.3904 2.4853 0.8398

Atoms 1-6, force components in eV/Å:
O 0.9 0.4 0.2
C 1.2 -3.0 -0.1
C -2.8 2.0 3.7
Cs 0.3 0.6 0.5
H -1.1 0.5 -1.5
H 0.5 -2.0 -1.2

- Expectation value of S²: 0.760
- 2S+1: 2
- Energy above the lowest of the compared OMol25 structures with the same formula, charge and spin: 5.287 eV
- HOMO level (alpha / beta): -9.9 / -9.9 eV
- M: 227.91 g/mol
- Total charge: +1
- Lowest unoccupied orbital energy (alpha / beta): -3.82 / -3.93 eV


Molecular formula: C23H38NO19P
Method: DFT, ωB97M-V with the def2-TZVPD basis set

Geometry (Å):
C -1.8565 7.6205 -5.9864
C -1.2537 8.6986 -6.7667
N -0.8168 9.5837 -7.3507
H -1.2946 6.7630 -6.3567
H -2.9345 7.5033 -6.0972
H -1.6004 7.6214 -4.9269
C 0.2453 -4.8733 2.7022
C -1.0977 -5.5920 2.7332
O -1.6998 -5.3966 3.9990
P -3.3268 -5.2273 4.2133
O -4.2415 -6.1603 3.5020
O -3.5152 -5.1651 5.8287
C -3.9516 -6.4009 6.4683
C -4.6107 -5.8050 7.7057
O -3.4608 -3.6163 3.8058
C -4.5792 -2.8714 4.2010
C -4.4180 -1.9271 5.3385
H 0.0904 -3.8164 2.9191
H 1.0120 -5.3578 3.3068
H 0.6798 -4.8714 1.7026
H -1.7797 -5.3015 1.9341
H -0.9373 -6.6628 2.6075
H -4.6757 -6.9909 5.9063
H -3.1413 -7.0685 6.7613
H -4.8314 -6.6431 8.3669
H -4.0141 -5.0757 8.2536
H -5.5599 -5.3312 7.4551
H -5.0458 -2.2473 3.4389
H -5.4026 -3.5199 4.5005
H -5.4062 -1.6683 5.7190
H -3.8100 -2.2631 6.1785
H -3.9630 -0.9683 5.0900
C 0.1930 -1.8105 -7.0255
C 1.0895 -2.9124 -7.4588
O 0.3341 -4.0789 -7.1263
C -0.9483 -3.7766 -6.9260
O -1.7893 -4.5711 -6.5597
O -1.0581 -2.4112 -7.0275
H 0.1869 -0.9558 -7.7019
H 0.4669 -1.4304 -6.0414
H 2.0364 -2.9796 -6.9231
H 1.0852 -2.8050 -8.5435
C -2.0105 8.2147 2.6669
C -1.4185 7.1317 1.7759
O -1.5659 7.6638 0.5016
C -1.7997 8.9582 0.5381
O -2.0253 9.6629 -0.3864
O -1.8537 9.3796 1.8161
H -1.4838 8.2741 3.6193
H -3.0651 7.9658 2.7847
H -1.9372 6.1738 1.8134
H -0.3822 6.8393 1.9450
C 4.4496 3.4877 2.2358
C 5.3665 4.4441 1.4945
O 5.0287 4.1769 0.1992
C 4.3635 2.9734 0.1007
O 3.8716 2.5183 -0.9591
O 4.2791 2.4690 1.3093
H 3.5462 3.9900 2.5817
H 4.9088 3.0571 3.1257
H 6.4121 4.2424 1.7273
H 5.2059 5.4840 1.7790
C 7.5426 -1.6318 -4.5080
C 7.9458 -2.0575 -3.0596
O 6.7886 -2.6509 -2.5275
C 5.7475 -2.4802 -3.3837
O 4.5792 -2.8219 -3.2088
O 6.1367 -1.7386 -4.4604
H 7.9288 -2.3709 -5.2100
H 7.9336 -0.6357 -4.7150
H 8.1136 -1.1464 -2.4853
H 8.7497 -2.7935 -3.0702
C -1.1911 -0.5978 -0.9280
C -1.0983 0.6444 -0.0470
O -0.9826 1.7062 -0.9166
C -1.2656 1.2743 -2.1937
O -1.4372 1.9955 -3.2227
O -1.4097 -0.0362 -2.2141
H -1.9982 -1.2870 -0.6795
H -0.2175 -1.0857 -0.8808
H -0.2107 0.6690 0.5851
H -1.9450 0.7004 0.6372

Atoms 1-6, force components in eV/Å:
C 1.0 -0.7 -0.1
C -0.7 0.6 0.7
N 0.2 -0.1 -0.2
H -0.6 -0.6 0.0
H 0.2 0.1 -0.3
H 0.0 0.6 0.0

- Energy above the lowest of the compared OMol25 structures with the same formula, charge and spin: 0.000 eV
- HOMO level: -10.7 eV
- M: 663.52 g/mol
- SMILES string: CCOP(=O)(OCC)OCC.O=C1OCCO1.O=C1OCCO1.O=C1OCCO1.O=C1OCCO1.O=C1OCCO1.CC#N
- Total charge: 0
- Lowest unoccupied orbital energy: -0.04 eV


Molecular formula: C22H31N3O3
Method: DFT, ωB97M-V with the def2-TZVPD basis set

Geometry (Å):
C 5.1517 2.7149 0.1143
H 5.7298 3.3237 0.7830
H 5.0294 3.4296 -0.8573
H 5.8600 1.9097 -0.2917
C 3.8490 1.9367 0.4579
N 2.9547 1.3718 -0.3448
C 1.5725 1.3199 -0.2216
O 0.9784 0.8921 -1.3539
C 0.8987 2.2166 0.6620
N -0.3885 1.7413 0.7196
C -0.8658 0.6915 0.9440
O -0.2385 -0.2755 1.3279
C -2.2168 0.1850 0.2934
N -2.4824 1.8155 0.0317
C -1.4336 2.5167 -0.0482
O -1.3836 3.6495 -0.1367
H -3.2687 1.8288 -0.4990
C -2.2477 -0.6916 -0.6736
H -1.5097 -0.1075 -1.6299
H -1.7057 -1.4682 -0.2652
C -3.6314 -1.0881 -1.3653
C -4.3886 0.1020 -1.9489
H -4.6708 0.9224 -1.4302
H -3.6378 0.4822 -2.6505
H -5.1094 -0.2496 -2.8963
C -3.2790 -2.2726 -2.1982
H -2.8505 -3.2830 -1.6553
H -2.7105 -1.8559 -3.0728
H -4.3927 -2.7099 -2.4465
C -4.4324 -1.5460 -0.0196
C -4.5550 -0.3395 0.9596
C -3.2020 -0.1295 1.4000
H -2.6872 -0.9475 2.0026
H -3.2563 0.5484 2.2661
C -5.4725 -1.0220 2.1595
H -6.3976 -0.9884 1.8355
H -5.4953 -0.1955 2.7634
H -5.0124 -1.8350 2.8590
H -5.0464 0.5008 0.6249
H -5.5832 -1.6164 -0.3622
H -3.9691 -2.4943 0.5064
H 1.2415 1.9884 1.9623
H 0.8823 3.2307 0.6342
C 3.6317 0.3834 -1.2618
C 4.1979 -0.5505 -0.5912
C 3.6995 -1.3755 0.4003
C 4.1881 -2.4572 1.1770
C 5.5614 -2.8481 0.9686
C 6.2155 -1.9225 -0.1051
C 5.4972 -0.9059 -0.6699
H 6.2509 -0.3917 -1.4963
H 7.2445 -2.2448 -0.2193
H 6.0556 -3.4501 1.3948
H 3.5733 -2.9663 1.9547
H 2.6245 -1.1132 0.6859
H 4.4708 1.1443 -1.6786
H 2.8836 0.0767 -2.0281
H 4.0075 1.4019 1.4521
H 3.2713 3.0174 1.0769

Atoms 1-6, force components in eV/Å:
C 0.5 -1.5 -5.7
H -0.6 -0.1 1.2
H -0.1 -1.6 2.2
H -0.4 1.2 0.6
C 0.6 7.1 9.2
N -2.8 -2.8 -2.8

- Energy above the lowest of the compared OMol25 structures with the same formula, charge and spin: 18.636 eV
- HOMO level: -8.8 eV
- M: 385.51 g/mol
- Total charge: 0
- Lowest unoccupied orbital energy: 0.54 eV


Molecular formula: C4H13NO3
Method: DFT, ωB97M-V with the def2-TZVPD basis set

Geometry (Å):
C 0.3653 2.2911 -1.5243
C 0.3004 0.8288 -1.2947
N 0.2708 0.3440 0.0001
C 0.7138 1.1423 1.1742
C 0.4253 0.3027 2.4073
O 0.2656 0.0290 -2.2182
H 0.2235 2.9183 -0.6506
H 1.3217 2.5288 -1.9975
H -0.3967 2.5292 -2.2771
H 0.5414 -0.6257 0.0418
H 0.3177 2.1576 1.0791
H 1.7593 1.5128 1.1849
H -0.3135 0.5361 3.1654
H 1.4007 0.0660 2.8544
H -0.0417 -0.6689 2.0736
H -1.5582 -3.4507 -0.0327
H -1.3282 -2.7073 1.2367
O -1.0304 -3.4984 0.7730
H -0.8218 -1.3823 -2.1915
H -1.0560 -2.8274 -2.1255
O -1.3589 -2.0260 -1.6784

Atoms 1-6, force components in eV/Å:
C -0.3 0.7 -0.7
C 0.1 -1.3 1.1
N 1.1 1.7 -0.2
C -0.3 0.8 -0.6
C 0.0 -1.8 -0.1
O 0.1 0.5 -0.5

- Energy above the lowest of the compared OMol25 structures with the same formula, charge and spin: 1.142 eV
- HOMO level: -9.9 eV
- M: 123.15 g/mol
- SMILES string: CCNC(C)=O.O.O
- Total charge: 0
- Lowest unoccupied orbital energy: 0.75 eV


Molecular formula: C6H7ClO
Method: DFT, ωB97M-V with the def2-TZVPD basis set

Geometry (Å):
C 2.2432 -0.8934 -0.1796
C 0.7846 -0.9593 0.3338
C -0.0804 0.0178 -0.1021
C 0.2242 1.1963 -0.5765
C -1.6212 -0.1375 0.1404
C -2.2702 0.8563 0.8320
H 2.4321 0.4538 -0.1771
H 2.9050 -1.5601 0.5073
H 2.1216 -1.2995 -1.3239
H -0.7572 1.6607 -0.8304
H 1.1465 1.6253 -1.1663
H -1.5664 1.5696 1.3312
H -3.3085 0.9540 0.9707
O 0.3035 -1.9979 0.7124
Cl -2.5569 -1.4862 -0.4719

Atoms 1-6, force components in eV/Å:
C -0.4 2.4 -0.4
C 2.8 -3.6 -1.6
C -4.0 1.8 0.8
C -0.2 2.7 -3.9
C -0.5 1.5 1.6
C 3.4 -1.2 -0.6

- Energy above the lowest of the compared OMol25 structures with the same formula, charge and spin: 4.175 eV
- HOMO level: -9.4 eV
- M: 130.57 g/mol
- Total charge: 0
- Lowest unoccupied orbital energy: -0.22 eV


Molecular formula: C8H14Si
Method: DFT, ωB97M-V with the def2-TZVPD basis set

Geometry (Å):
C 0.6189 -0.6122 -2.7588
C 1.2678 -1.7204 -1.9917
C 0.3876 0.4053 -1.9605
C 1.3808 -1.2764 -0.7250
C -2.1038 0.0157 0.1634
C -0.2482 2.1074 1.4094
C 0.0157 -0.7287 2.2383
C 0.8967 0.1097 -0.5835
Si -0.4181 0.3529 0.8388
H 0.1965 -0.7650 -3.7311
H 1.7051 -2.5453 -2.5898
H 0.0504 1.3981 -2.3337
H 1.8625 -1.8909 0.0169
H -2.8061 0.0643 0.9524
H -2.0687 -1.0561 -0.1721
H -2.2873 0.7492 -0.5657
H 0.8205 2.1311 1.4388
H -0.5811 2.2695 2.3636
H -0.5649 2.8999 0.6975
H 1.0526 -0.7028 2.6782
H -0.3203 -1.7550 2.0766
H -0.5982 -0.3013 3.0262
H 1.7415 0.8509 -0.4881

Atoms 1-6, force components in eV/Å:
C -0.2 -2.4 -0.2
C -0.3 1.3 -1.6
C -0.2 2.2 0.2
C 1.0 -1.3 -0.4
C 1.4 -2.3 0.6
C 0.6 -0.1 -2.8

- Energy above the lowest of the compared OMol25 structures with the same formula, charge and spin: 0.335 eV
- HOMO level: -8.5 eV
- M: 138.29 g/mol
- SMILES string: C[Si](C)(C)C1C=CC=C1
- Total charge: 0
- Lowest unoccupied orbital energy: 0.95 eV


Molecular formula: C7H11NO3
Method: DFT, ωB97M-V with the def2-TZVPD basis set

Geometry (Å):
C -2.6273 -0.0426 0.0097
C -2.6579 -1.3750 0.3717
C -1.5425 1.0122 -0.0192
C -0.1463 0.8639 0.1791
C 0.6597 -0.0759 -0.1797
C 2.6826 1.1066 0.5024
C 2.8219 -1.1519 -0.5560
N 1.9679 -0.1497 0.1678
O -3.7764 -2.1022 0.1602
O -2.0097 2.1358 -0.2882
O -3.8497 0.5612 -0.1190
H 0.2930 1.6740 0.8041
H -1.8241 -1.9393 0.6511
H 0.2451 -0.6744 -0.9026
H 2.0480 1.6791 1.1030
H 3.7315 0.8444 0.9139
H 2.7897 1.6669 -0.3869
H 2.4101 -2.1509 -0.6535
H 3.0172 -0.7313 -1.5715
H 3.7813 -1.2437 -0.0212
H -4.4763 -1.4531 0.0952
H -3.5377 1.5459 -0.2603

Atoms 1-6, force components in eV/Å:
C 0.0 -0.8 1.6
C -0.1 2.3 -1.9
C -2.1 0.2 -1.1
C -0.3 3.3 2.8
C 1.8 -0.5 0.1
C 1.5 -2.7 -0.1

- Energy above the lowest of the compared OMol25 structures with the same formula, charge and spin: 3.226 eV
- HOMO level: -8.1 eV
- M: 157.17 g/mol
- SMILES string: CN(C)/C=C/C(=O)/C(O)=C/O
- Total charge: 0
- Lowest unoccupied orbital energy: 0.31 eV


Molecular formula: C20H37N2O2P3Pt
Method: DFT, ωB97M-V with the def2-TZVPD basis set

Geometry (Å):
P -0.6593 -2.7424 -2.5460
C -0.9730 -4.5197 -2.2581
H -1.0208 -5.0855 -3.2121
H -1.9539 -4.6444 -1.7600
H -0.1886 -4.9748 -1.6195
C -2.2115 -1.8189 -2.9401
H -2.0300 -0.7577 -2.6094
H -3.0681 -2.3041 -2.4021
H -2.3829 -1.8414 -4.0596
C 0.3569 -2.2688 -3.9900
H -0.1769 -2.5202 -4.9281
H 1.3133 -2.8127 -3.9716
H 0.5550 -1.1776 -3.9542
P 4.6682 0.7783 0.2239
C 4.6709 -0.8059 1.0944
H 5.4683 -0.8215 1.8124
H 4.7255 -1.6711 0.4569
H 3.7364 -1.1856 1.5189
C 5.8982 0.9725 -1.0781
H 5.6060 1.9288 -1.5351
H 5.6434 0.3362 -1.9422
H 6.8953 0.9837 -0.6042
C 4.9075 2.0985 1.4441
H 5.9216 1.9517 1.8731
H 3.9633 2.1947 2.0501
H 4.7896 3.0084 0.8360
P -1.8886 1.1139 3.1941
C -2.3981 0.3805 4.8073
H -3.2894 0.9108 5.2158
H -1.5906 0.4111 5.5714
H -2.6695 -0.6856 4.6750
C -1.4264 2.8923 3.2819
H -2.2771 3.4893 3.6660
H -1.1447 3.2453 2.2643
H -0.5622 3.0116 3.9531
C -3.2627 1.3070 1.9718
H -3.8170 2.2298 2.2421
H -3.9665 0.4553 1.9817
H -2.8698 1.4773 0.9512
Pt 0.6142 2.8507 -1.8427
C 0.1531 -1.9038 -1.1205
O 0.6576 -1.3718 -0.2184
C -0.3018 0.4634 2.4117
O 0.7207 0.4038 1.8660
C -0.7543 4.1899 -1.5515
C -1.0895 2.9136 -0.8885
C -1.0317 1.6763 -1.5957
C -0.5255 1.7203 -2.9521
C -0.3169 3.0205 -3.6719
C -0.4012 4.2990 -2.9805
H -0.5099 5.0491 -0.9375
H -1.1935 2.7941 0.2177
H -1.1605 0.6769 -1.0467
H -0.2594 0.7156 -3.3634
H 0.1664 3.0898 -4.6559
H -0.0462 5.2305 -3.4734
N -2.4984 -2.2766 1.1483
C -2.8444 -3.5724 1.3989
C -1.8368 -4.0580 2.2322
C -0.9064 -2.9662 2.4043
N -1.3356 -1.8769 1.7395
H -3.0317 -1.5838 0.5649
H -3.7911 -4.0425 1.0263
H -1.7770 -5.0613 2.6265
H 0.0082 -2.9191 2.9872

Atoms 1-6, force components in eV/Å:
P 0.2 1.1 0.1
C 0.0 -0.3 0.3
H 0.1 0.6 0.3
H 0.5 0.2 -0.2
H -0.4 0.4 -0.4
C -0.2 -0.2 0.2

- Expectation value of S²: 6.010
- 2S+1: 5
- Energy above the lowest of the compared OMol25 structures with the same formula, charge and spin: 4.661 eV
- HOMO level (alpha / beta): -17.3 / -19.0 eV
- M: 625.53 g/mol
- Total charge: +4
- Lowest unoccupied orbital energy (alpha / beta): -11.59 / -12.84 eV


Molecular formula: C3H10N3
Method: DFT, ωB97M-V with the def2-TZVPD basis set

Geometry (Å):
N -0.4055 0.9622 1.0851
C 0.2880 2.0705 1.0228
N -0.0691 3.3470 0.9736
H -1.3958 0.9766 1.3570
H 0.0629 0.0599 1.0528
H 1.3920 1.9716 0.9760
H 0.5856 4.1048 0.7954
H -1.0311 3.5661 1.1212
C -0.8174 -2.7752 -0.6206
C 0.7759 -1.4256 -1.6456
N 0.5816 -2.5245 -1.0105
H -1.3337 -3.4018 -1.3475
H -1.4880 -1.8916 -0.4522
H -0.7387 -3.2960 0.3380
H 1.6460 -1.2329 -2.2583
H 0.0727 -0.5674 -1.4601

Atoms 1-6, force components in eV/Å:
N -1.0 0.8 0.7
C 2.5 0.9 -0.5
N -0.6 -1.6 0.3
H 0.5 -0.2 -0.5
H 0.0 0.3 0.1
H -0.8 -0.4 -0.2

- Energy above the lowest of the compared OMol25 structures with the same formula, charge and spin: 2.588 eV
- HOMO level: -12.7 eV
- M: 88.13 g/mol
- Total charge: +1
- Lowest unoccupied orbital energy: -4.06 eV